{
  "formula": "C17H31BaN4O6P",
  "method": "ωB97M-V/def2-TZVPD",
  "species": ["O", "H", "Ba", "N", "N", "N", "N", "O", "O", "O", "O", "C", "C", "C", "C", "C", "H", "H", "H", "C", "H", "H", "H", "C", "C", "H", "H", "H", "H", "H", "H", "H", "H", "C", "H", "H", "H", "O", "H", "H", "C", "P", "C", "C", "C", "C", "C", "C", "C", "H", "H", "H", "H", "H", "H", "H", "H", "H", "H", "H"],
  "coordinates": [[4.441, 1.744, 1.318], [4.106, 0.864, 1.606], [-0.552, 0.348, -0.241], [0.689, 2.272, -0.085], [-0.552, 0.681, 2.119], [0.302, -0.717, -2.127], [-1.019, -1.971, 0.092], [0.626, 2.974, -1.189], [0.789, 0.068, -3.226], [-1.686, -2.497, 1.226], [-0.861, -0.226, 2.995], [0.302, 1.737, 2.378], [0.817, 2.630, 1.187], [-0.587, -1.672, -2.354], [-1.284, -2.383, -1.144], [1.597, 3.870, 1.306], [2.559, 3.741, 0.737], [1.799, 4.150, 2.351], [1.021, 4.659, 0.750], [0.563, 2.075, 3.795], [1.099, 1.220, 4.264], [-0.434, 2.129, 4.295], [1.121, 3.022, 3.889], [-0.821, -2.214, -3.739], [-2.126, -3.610, -1.415], [-0.028, -1.779, -4.402], [-1.813, -1.892, -4.168], [-0.751, -3.340, -3.779], [-2.786, -3.785, -0.527], [-1.450, -4.508, -1.510], [-2.752, -3.518, -2.346], [1.380, 0.752, -2.801], [-1.439, -1.851, 1.955], [1.876, -1.325, 0.746], [2.964, -1.113, 0.880], [1.540, -1.844, -0.142], [1.308, -1.475, 1.639], [3.872, 1.463, -2.240], [4.354, 1.765, -1.447], [3.412, 0.699, -1.924], [-3.188, 2.627, 0.903], [-3.319, 1.236, -0.317], [-3.761, -0.082, 0.906], [-4.777, 1.687, -1.212], [-5.961, 1.905, -0.500], [-7.095, 2.339, -1.186], [-7.042, 2.565, -2.562], [-5.848, 2.376, -3.267], [-4.705, 1.947, -2.599], [-2.463, 2.411, 1.712], [-4.208, 2.770, 1.312], [-2.866, 3.522, 0.338], [-4.747, 0.166, 1.320], [-3.793, -1.060, 0.403], [-3.023, -0.165, 1.730], [-5.986, 1.755, 0.580], [-8.016, 2.490, -0.626], [-7.933, 2.888, -3.088], [-5.804, 2.554, -4.337], [-3.754, 1.818, -3.125]],
  "mulliken_charge": [-0.971, 0.095, 1.442, 0.107, 0.584, -0.018, 0.065, -0.487, -0.430, -0.490, -0.796, -0.163, 0.840, 0.636, 0.383, -1.350, 0.258, 0.389, 0.319, -1.385, 0.286, 0.290, 0.333, -1.477, -1.543, 0.445, 0.295, 0.369, 0.434, 0.359, 0.365, 0.285, 0.311, -0.901, 0.282, 0.349, 0.365, -0.668, 0.368, 0.287, -1.114, 0.352, -0.824, 0.658, -0.459, -0.736, -0.439, -0.532, -0.474, 0.238, 0.500, 0.346, 0.479, 0.192, 0.294, 0.180, 0.370, 0.374, 0.381, 0.353],
  "orbital_gap_ev": [3.71, 3.72],
  "e_above_lowest_kj_mol": 807.4
}

---

{
  "formula": "C17H31Cl3O2P2Sn",
  "method": "ωB97M-V/def2-TZVPD",
  "species": ["P", "P", "C", "C", "H", "H", "H", "H", "C", "H", "H", "H", "C", "H", "H", "H", "C", "H", "H", "H", "C", "H", "H", "H", "Sn", "C", "C", "C", "C", "C", "C", "C", "C", "C", "H", "H", "H", "H", "H", "H", "H", "H", "H", "H", "H", "H", "H", "H", "H", "Cl", "C", "Cl", "Cl", "C", "O", "O"],
  "coordinates": [[-0.271, -1.717, -5.641], [-0.100, 2.042, -5.502], [-0.610, -0.430, -6.985], [0.220, 0.852, -6.879], [-1.691, -0.229, -7.106], [-0.300, -0.917, -7.929], [1.307, 0.652, -6.941], [-0.023, 1.475, -7.759], [-1.675, 2.768, -5.998], [-2.005, 3.501, -5.249], [-2.444, 1.987, -6.110], [-1.474, 3.256, -6.961], [1.247, 3.182, -5.725], [0.934, 3.823, -6.559], [2.147, 2.603, -5.980], [1.420, 3.766, -4.814], [-1.438, -3.002, -6.121], [-1.519, -3.731, -5.306], [-1.050, -3.481, -7.030], [-2.420, -2.558, -6.334], [1.315, -2.296, -6.339], [2.020, -1.463, -6.478], [1.085, -2.742, -7.316], [1.775, -3.035, -5.671], [-1.858, -0.147, 0.590], [0.942, 1.849, -3.042], [-0.303, 1.653, -3.811], [-1.292, 0.419, -3.695], [-0.889, -0.848, -2.953], [-0.041, -1.869, -3.738], [1.386, -1.625, -3.493], [1.881, -0.305, -3.765], [1.856, 0.818, -2.650], [-0.303, -1.455, 1.453], [1.079, 2.853, -2.635], [-0.916, 2.508, -3.446], [-1.596, 0.097, -4.720], [-2.215, 0.833, -3.236], [-0.365, -0.614, -2.025], [-1.836, -1.335, -2.676], [-0.337, -2.907, -3.492], [2.080, -2.461, -3.380], [1.228, 0.054, -4.591], [2.900, -0.337, -4.176], [1.607, 0.425, -1.649], [2.878, 1.234, -2.550], [0.441, -0.813, 1.937], [0.128, -2.008, 0.611], [-0.771, -2.152, 2.156], [-1.707, 3.225, 4.339], [-1.822, 2.158, 2.966], [-1.903, 0.429, 3.509], [-3.288, 2.487, 1.990], [-0.570, 2.303, 2.000], [0.301, 3.108, 2.254], [-0.570, 1.470, 0.970]],
  "mulliken_charge": [0.801, 0.839, -1.272, -0.817, 0.472, 0.670, 0.481, 0.632, -1.271, 0.465, 0.377, 0.510, -1.416, 0.457, 0.441, 0.421, -1.279, 0.424, 0.449, 0.438, -1.509, 0.355, 0.567, 0.450, 0.661, -1.587, 0.788, -0.968, -0.976, 0.482, -1.769, 0.481, -1.020, -1.389, 0.607, 1.110, 0.463, 0.360, -0.237, 0.589, 0.853, 0.528, -0.976, 0.683, 0.300, 0.526, 0.367, 0.360, 0.429, -0.052, 0.277, -0.110, -0.094, 0.519, -0.529, -0.361],
  "orbital_gap_ev": [5.61, 6.50],
  "charge": 2,
  "e_above_lowest_kj_mol": 0.0
}

---

{
  "formula": "C17H31ClFNO25S6",
  "method": "ωB97M-V/def2-TZVPD",
  "species": ["H", "N", "C", "C", "C", "C", "C", "O", "C", "O", "S", "O", "O", "O", "C", "F", "Cl", "H", "H", "H", "H", "H", "H", "H", "H", "H", "H", "O", "S", "O", "O", "C", "C", "O", "H", "H", "H", "H", "O", "S", "O", "O", "C", "C", "O", "H", "H", "H", "H", "O", "S", "O", "O", "C", "C", "O", "H", "H", "H", "H", "O", "S", "O", "O", "C", "C", "O", "H", "H", "H", "H", "O", "S", "O", "O", "C", "C", "O", "H", "H", "H", "H"],
  "coordinates": [[-3.623, -3.029, -1.211], [-4.451, -2.899, -0.613], [-4.069, -2.936, 0.588], [-5.099, -2.817, 1.738], [-2.574, -3.150, 1.005], [-1.670, -1.854, 0.879], [-0.472, -2.016, -0.117], [0.098, -3.308, -0.158], [0.730, -3.670, 1.074], [-1.273, -1.654, 2.285], [-0.715, -0.095, 2.315], [0.691, 0.072, 2.113], [-1.159, 0.723, 3.392], [-1.441, 0.470, 0.911], [-2.472, -0.511, 0.630], [-3.397, -0.188, 1.605], [-2.980, -0.121, -1.025], [-5.147, -3.818, 2.233], [-4.775, -2.053, 2.473], [-6.091, -2.613, 1.289], [-2.192, -4.001, 0.407], [-2.552, -3.483, 2.071], [-0.876, -1.825, -1.143], [0.333, -1.250, 0.021], [0.000, -4.317, 1.636], [0.906, -2.764, 1.699], [1.650, -4.276, 0.934], [-4.123, -1.273, -3.524], [-5.262, -0.490, -3.845], [-6.304, -0.238, -2.922], [-5.903, -1.073, -5.206], [-5.937, -0.049, -6.202], [-4.776, 0.866, -5.868], [-4.755, 0.923, -4.440], [-6.892, 0.476, -6.120], [-5.848, -0.482, -7.197], [-4.896, 1.862, -6.290], [-3.827, 0.441, -6.205], [0.730, 2.056, 1.817], [1.399, 2.401, 0.620], [2.205, 1.476, -0.099], [2.264, 3.737, 0.889], [1.858, 4.767, -0.017], [0.404, 4.470, -0.326], [0.331, 3.043, -0.403], [2.475, 4.695, -0.915], [1.993, 5.747, 0.436], [0.076, 4.924, -1.258], [-0.250, 4.799, 0.487], [-2.115, -6.446, -2.535], [-1.424, -6.309, -1.305], [-0.755, -5.103, -0.927], [-0.393, -7.544, -1.164], [-0.681, -8.281, 0.027], [-2.166, -8.089, 0.263], [-2.422, -6.731, -0.106], [-0.092, -7.854, 0.843], [-0.415, -9.329, -0.101], [-2.449, -8.265, 1.298], [-2.758, -8.735, -0.390], [7.796, 0.215, 2.611], [6.625, 0.759, 3.201], [6.670, 1.649, 4.304], [5.630, -0.459, 3.556], [4.378, -0.273, 2.884], [4.716, 0.508, 1.632], [5.733, 1.432, 2.041], [3.719, 0.299, 3.541], [3.919, -1.234, 2.660], [3.857, 1.035, 1.227], [5.140, -0.142, 0.861], [4.745, 9.453, -1.827], [4.512, 8.350, -0.968], [3.849, 7.173, -1.399], [3.788, 8.894, 0.366], [4.576, 8.563, 1.514], [6.004, 8.513, 1.010], [5.911, 7.925, -0.291], [4.251, 7.586, 1.881], [4.440, 9.306, 2.297], [6.652, 7.922, 1.653], [6.420, 9.517, 0.898]],
  "mulliken_charge": [0.296, -0.673, 0.189, -1.349, 0.204, 1.039, -0.494, -0.228, -0.531, -0.599, 1.403, -0.271, -0.747, -0.312, 0.884, -0.264, -0.040, 0.310, 0.304, 0.382, -0.825, 0.490, 0.340, 0.084, 0.146, 0.159, 0.321, -0.459, 1.169, -0.575, -0.302, -0.372, -0.333, -0.308, 0.291, 0.304, 0.308, 0.293, -0.627, 1.245, -0.708, -0.216, -0.273, -0.372, -0.307, 0.280, 0.195, 0.311, 0.306, -0.611, 1.007, -0.314, -0.343, -0.338, -0.357, -0.358, 0.260, 0.332, 0.337, 0.281, -0.549, 1.096, -0.538, -0.373, -0.189, 0.266, -0.303, 0.358, 0.231, -0.261, 0.281, -0.551, 1.082, -0.457, -0.307, -0.247, -0.329, -0.311, 0.215, 0.313, 0.320, 0.285],
  "orbital_gap_ev": 10.07,
  "smiles": "[H]/N=C(/C)C[C@]1(COC)OS(=O)(=O)O[C@@]1(F)Cl.O=S1(=O)OCCO1.O=S1(=O)OCCO1.O=S1(=O)OCCO1.O=S1(=O)OCCO1.O=S1(=O)OCCO1"
}

---

{
  "formula": "C17H31ClN10O9P2Sr",
  "method": "ωB97M-V/def2-TZVPD",
  "species": ["Sr", "C", "N", "C", "C", "N", "N", "C", "N", "N", "H", "H", "H", "H", "H", "H", "H", "H", "H", "H", "H", "O", "P", "O", "O", "O", "P", "O", "O", "O", "H", "H", "O", "C", "O", "C", "C", "C", "C", "C", "N", "H", "H", "H", "H", "C", "N", "C", "N", "C", "N", "C", "N", "C", "C", "H", "H", "H", "H", "H", "H", "H", "H", "H", "H", "H", "H", "Cl", "C", "H", "H"],
  "coordinates": [[1.940, -0.040, -0.284], [-1.998, 3.652, -1.552], [-1.342, 2.797, -2.524], [-0.605, 3.584, -3.514], [-0.636, 1.689, -2.011], [-0.397, 1.369, -0.803], [-0.355, 0.795, -3.046], [0.869, 0.194, -3.283], [0.797, -0.770, -4.292], [1.933, 0.633, -2.742], [-2.670, 4.325, -2.092], [-1.290, 4.236, -0.967], [-2.588, 3.038, -0.872], [-1.317, 4.195, -4.079], [-0.078, 2.928, -4.204], [0.133, 4.225, -3.023], [-0.583, 2.108, -0.125], [-0.993, 0.804, -3.822], [-0.032, -1.346, -4.208], [1.620, -1.367, -4.216], [2.728, 0.031, -2.948], [4.617, -3.625, 0.438], [3.258, -2.698, 0.397], [2.552, -2.911, 1.679], [3.648, -1.348, -0.095], [2.442, -3.501, -0.783], [1.824, -2.537, -1.927], [0.903, -3.685, -2.691], [2.879, -2.135, -2.897], [0.843, -1.586, -1.343], [4.446, -4.217, 1.183], [1.532, -4.366, -2.965], [1.741, 4.243, -1.212], [1.853, 3.444, -0.267], [2.409, 2.324, -0.227], [1.365, 3.967, 1.100], [2.304, 4.395, 2.041], [1.869, 4.910, 3.245], [0.505, 4.965, 3.502], [-0.348, 4.498, 2.522], [0.060, 4.049, 1.340], [3.356, 4.317, 1.804], [2.578, 5.263, 3.986], [0.125, 5.339, 4.444], [-1.423, 4.496, 2.684], [-0.584, -3.435, 0.877], [-0.874, -2.035, 1.140], [-1.857, -1.571, 0.175], [-3.117, -2.348, 0.274], [-2.786, -3.756, 0.047], [-1.804, -4.270, 1.003], [-2.342, -4.078, 2.348], [-2.656, -2.681, 2.649], [-1.407, -1.896, 2.481], [-3.611, -2.212, 1.644], [0.169, -3.790, 1.581], [-0.196, -3.539, -0.135], [-1.448, -1.686, -0.828], [-2.071, -0.516, 0.354], [-2.383, -3.863, -0.962], [-3.705, -4.352, 0.129], [-1.607, -4.435, 3.074], [-3.261, -4.671, 2.448], [-0.673, -2.261, 3.203], [-1.612, -0.846, 2.687], [-3.826, -1.157, 1.831], [-4.536, -2.793, 1.745], [0.153, 1.166, 2.950], [1.632, 0.311, 2.318], [1.488, -0.711, 2.690], [2.436, 0.745, 2.930]],
  "mulliken_charge": [1.698, -0.901, -0.038, -0.981, -0.078, 0.481, 0.057, 0.366, -0.705, -0.782, 0.321, 0.309, 0.314, 0.370, 0.288, 0.247, -0.311, 0.409, 0.302, 0.484, 0.324, -0.613, 0.680, -0.675, -0.941, -0.149, 0.792, -0.614, -0.929, -0.168, 0.297, 0.275, -0.752, 0.088, -0.789, 0.627, -0.610, -0.384, -0.460, -0.394, -0.017, 0.428, 0.371, 0.365, 0.360, -0.682, 0.587, -0.383, 0.100, -0.643, 0.107, -0.702, 0.011, -0.684, -0.689, 0.063, 0.169, -0.154, 0.139, 0.360, 0.359, 0.360, 0.350, 0.158, 0.239, 0.337, 0.348, -0.353, -0.979, 0.240, 0.379],
  "orbital_gap_ev": 5.21,
  "charge": -2,
  "e_above_lowest_kj_mol": 262.2
}

---

Ordered calculated total energy results: -46344.932, -84184.034, -151051.370, -83407.830; unit eV.